Record 1
Computed, not measured: a single C3H4N2S2 molecule, with wB97M-V/def2-TZVPD.

Gap between HOMO and LUMO   8.819 eV
SMILES   C1=NSC=NSC1
HOMO level   -8.60 eV
Strongest force on any atom   4.614 eV Å⁻¹
E   -27823.1044 eV
Energy relative to the best compared isomer or geometry (same formula, charge and spin)   85.0 kcal/mol
Lowest unoccupied orbital energy   0.0080 Ha
Molar mass   132.213 g mol⁻¹

Last column: Löwdin charge in e.
Geometry (Å):
C 0.31209 1.84314 0.19566  -0.343
N -0.77369 1.46728 -0.32379  -0.300
S -1.75524 0.02236 -0.15321  0.877
C -0.89579 -1.43250 0.38653  -0.610
N 0.33924 -1.72335 0.12666  -0.349
S 1.56640 -0.50965 -0.43855  0.856
C 1.23770 0.81885 0.61640  -0.594
H 0.71899 2.86212 0.03926  0.125
H -1.38252 -2.24956 1.12092  0.126
H 0.58647 0.30927 1.37587  0.080
H 2.21553 1.29050 1.12046  0.131



Record 2
Computed, not measured: a single C3H4N2S2 molecule, with wB97M-V/def2-TZVPD.

Gap between HOMO and LUMO   8.303 eV
SMILES   S=C1CSN=CN1
HOMO level   -8.54 eV
Strongest force on any atom   1.211 eV Å⁻¹
E   -27825.9539 eV
Energy relative to the best compared isomer or geometry (same formula, charge and spin)   19.3 kcal/mol
Lowest unoccupied orbital energy   -0.0088 Ha
Molar mass   132.213 g mol⁻¹

Last column: Löwdin charge in e.
Geometry (Å):
S 2.49421 -0.17756 -0.17679  0.697
C 0.91026 0.00468 0.12229  -0.911
C -0.03208 -1.06152 0.56966  -0.444
S -1.68640 -0.93617 -0.26083  0.888
N -1.96669 0.68019 -0.06209  -0.348
C -1.05481 1.52310 0.12638  -0.283
N 0.31156 1.23968 0.03095  0.007
H -0.25418 -0.89178 1.63111  0.088
H 0.37163 -2.05414 0.48348  0.067
H -1.38117 2.54746 0.26226  0.122
H 0.98454 1.98154 -0.06696  0.117



Record 3
Computed, not measured: a molecular structure, C3H4N3, with wB97M-V/def2-TZVPD.

Gap between HOMO and LUMO (alpha / beta)   8.474 / 8.473 eV
Net charge   +1
HOMO level (alpha / beta)   -16.65 / -16.65 eV
Strongest force on any atom   4.492 eV Å⁻¹
E   -7631.9279 eV
Energy relative to the best compared isomer or geometry (same formula, charge and spin)   101.0 kcal/mol
Lowest unoccupied orbital energy (alpha / beta)   -0.3005 / -0.3005 Ha
Molar mass   82.086 g mol⁻¹

Last column: Löwdin charge in e.
Geometry (Å):
C 1.73735 0.58207 -0.30076  0.093
C -0.06873 0.42862 0.50789  -0.141
C -1.15521 -0.20983 -0.35582  0.019
N 1.92784 -0.74024 -0.20769  0.126
N 0.90047 -1.00834 0.41065  0.202
N 0.87559 1.40231 -0.04917  0.245
H -0.07264 0.59163 1.57643  0.166
H -1.73491 -0.80076 0.29699  0.101
H -0.59245 -0.74013 -1.10864  0.097
H -1.81731 0.49466 -0.76989  0.093



Record 4
Computed, not measured: a gas-phase ion, C3H4N3O (charge -1), with wB97M-V/def2-TZVPD.

Gap between HOMO and LUMO   6.584 eV
Net charge   -1
HOMO level   -2.33 eV
Strongest force on any atom   5.120 eV Å⁻¹
E   -9687.4430 eV
Energy relative to the best compared isomer or geometry (same formula, charge and spin)   81.8 kcal/mol
Lowest unoccupied orbital energy   0.1564 Ha
Molar mass   98.085 g mol⁻¹

Last column: Löwdin charge in e.
Geometry (Å):
C -0.11002 -1.04456 0.97859  -0.014
C 0.15231 0.01650 1.64611  -0.319
C -0.08669 0.20270 -0.92183  -0.209
N -0.26597 1.32805 -0.33643  -0.012
N 0.16620 1.35537 0.98751  -0.093
N 0.16183 -0.47811 -1.99757  -0.167
O 0.63738 -0.03028 -3.25908  -0.387
H -0.35673 -2.08186 0.84116  0.002
H 0.44402 -0.03700 2.76819  0.089
H -0.31392 2.03218 1.41110  0.020
H -0.42842 -1.26301 -2.11775  0.091